(1)
38
Properties=species:S:1:pos:R:3:forces:R:3:lowdin_charge:R:1 method="wB97M-V/def2-TZVPD" e_above_lowest_kcal_mol=0.00 smiles="CC[C@@H](Cl)[C@@H](COCBr)OC.C[C@@H]1COC(=O)O1" fmax_ev_per_a=0.4 spin_multiplicity=1 gap_ha=0.37771 total_energy_ev=-104533.102
C 0.56671 -0.23004 0.83028 -0.108 -0.232 -0.168 -0.08
C -0.41891 -1.38231 1.04764 0.137 -0.028 0.073 -0.27
C -1.37310 -1.58824 -0.12469 0.090 0.331 0.058 -0.59
Cl -1.90774 -3.30803 -0.14403 -0.100 -0.107 -0.098 0.64
C -2.59173 -0.62775 -0.23617 -0.082 -0.329 -0.120 -0.34
C -3.83793 -1.09060 0.49590 -0.141 -0.019 0.083 -0.20
O -4.85285 -0.12207 0.24577 0.132 0.019 -0.023 -0.22
C -5.83881 -0.07456 1.20962 -0.185 0.082 -0.021 -0.64
Br -6.58749 1.72475 1.24175 0.018 -0.044 0.029 0.65
O -2.22170 0.69320 0.07824 0.159 0.146 -0.074 -0.14
C -2.43226 1.15822 1.39668 -0.180 0.080 0.023 -0.08
H 1.30596 -0.54127 0.09334 0.099 0.063 0.027 0.06
H 0.08295 0.66438 0.45189 -0.046 0.096 0.099 0.06
H 1.08648 -0.00234 1.75785 0.090 0.045 0.039 0.08
H -0.95686 -1.29106 1.99086 -0.148 0.055 0.002 0.10
H 0.16774 -2.29626 1.13659 -0.014 -0.049 0.037 0.09
H -0.79437 -1.47651 -1.03939 0.018 -0.005 -0.042 0.11
H -2.86555 -0.58590 -1.29218 -0.012 -0.035 -0.058 0.16
H -3.67390 -1.20507 1.57204 0.056 0.065 0.058 0.13
H -4.15387 -2.05640 0.11032 0.003 -0.089 -0.009 0.10
H -5.45584 -0.26372 2.21115 0.060 0.004 0.065 0.07
H -6.67973 -0.73059 0.99430 -0.034 -0.056 -0.036 0.07
H -3.47115 1.46255 1.54235 -0.009 0.001 -0.010 0.07
H -1.80093 2.03333 1.51971 0.086 0.033 0.026 0.10
H -2.17124 0.42551 2.15857 0.119 -0.032 0.053 0.08
C 4.05597 2.27913 -2.07517 -0.135 -0.083 -0.046 -0.02
C 4.61960 1.22841 -1.15527 -0.050 0.083 -0.051 -0.33
C 5.77277 0.41559 -1.70682 0.064 -0.060 0.009 -0.09
O 5.61060 -0.84282 -1.03943 0.034 0.052 -0.058 0.07
C 4.30556 -0.97482 -0.70296 -0.006 0.086 -0.035 -0.57
O 3.80614 -1.96890 -0.29230 -0.040 -0.076 0.029 0.17
O 3.64957 0.19287 -0.90552 0.034 0.032 0.042 0.07
H 3.16849 2.73416 -1.63779 0.031 0.021 0.034 0.09
H 4.79539 3.06092 -2.24890 0.020 0.005 0.006 0.09
H 3.77321 1.84070 -3.03271 0.036 -0.014 -0.003 0.09
H 4.88667 1.66353 -0.18807 0.007 -0.008 0.010 0.16
H 6.75220 0.82788 -1.48011 0.011 -0.068 0.069 0.14
H 5.67998 0.25412 -2.78337 -0.015 0.038 -0.014 0.14

(2)
91
Properties=species:S:1:pos:R:3:forces:R:3:mulliken_spin:R:1 method="wB97M-V/def2-TZVPD" e_above_lowest_kcal_mol=0.00 fmax_ev_per_a=0.8 spin_multiplicity=2 gap_ha="0.28170 / 0.28275" total_energy_ev=-119893.205 s_squared=0.811
Co 1.49144 -1.08856 0.41145 -0.211 0.003 -0.754 1.05
C 3.51029 -3.27258 2.01746 0.077 -0.014 0.110 -0.01
P 3.09897 -1.50482 1.83315 0.168 -0.279 0.230 -0.02
C 2.92076 -0.98463 3.56034 -0.083 -0.029 0.039 -0.01
C 4.65348 -0.69403 1.31565 0.022 0.004 0.073 0.02
C 5.72898 -0.45493 2.16584 -0.011 -0.030 -0.033 0.00
C 6.84441 0.22147 1.69720 0.002 0.013 -0.026 0.00
C 6.89374 0.65734 0.37813 -0.009 -0.017 0.026 0.00
C 5.82997 0.41141 -0.47628 -0.034 -0.037 -0.022 0.00
C 4.70641 -0.26154 -0.00774 0.027 0.091 -0.067 0.00
P 3.23555 -0.73285 -0.96873 -0.243 0.092 0.199 -0.05
C 3.16139 0.35286 -2.41977 -0.038 0.092 0.044 -0.01
C 3.79971 -2.29368 -1.71233 -0.088 0.036 -0.093 0.00
H 4.37800 -3.43187 2.65913 0.003 0.023 0.002 0.00
H 3.69522 -3.71684 1.04275 0.002 -0.044 -0.023 0.00
H 2.64285 -3.76850 2.45819 0.015 -0.003 -0.005 0.00
H 3.74066 -1.38090 4.15978 0.018 0.002 0.014 0.00
H 1.97947 -1.36900 3.95333 0.010 -0.005 0.021 0.00
H 2.89736 0.10169 3.62444 0.002 0.008 0.013 0.00
H 5.69159 -0.77310 3.19998 0.015 -0.004 0.004 0.00
H 7.67265 0.42253 2.36437 -0.003 -0.003 -0.005 0.00
H 7.76220 1.19380 0.01849 0.002 0.005 0.004 0.00
H 5.87389 0.75289 -1.50434 -0.003 0.001 0.023 0.00
H 4.02649 0.22239 -3.06977 0.039 -0.024 0.025 0.00
H 3.09124 1.39242 -2.10457 0.010 0.019 -0.052 0.00
H 2.25818 0.08345 -2.96930 0.023 0.023 0.005 0.00
H 4.74349 -2.13808 -2.23611 0.019 0.015 -0.025 0.00
H 3.01427 -2.64658 -2.37843 0.052 -0.002 0.025 0.00
H 3.94276 -3.03608 -0.93316 0.012 -0.066 0.023 0.00
C -3.66061 4.89182 -0.02575 0.046 -0.017 0.025 0.00
C -2.54458 4.07935 0.58000 -0.067 -0.022 -0.024 0.00
C -2.66987 2.70459 0.74609 0.029 0.065 0.014 0.00
C -1.62884 1.95245 1.27236 0.025 0.070 0.039 0.00
C -0.44690 2.57693 1.64084 -0.130 -0.031 0.000 0.00
C -0.30697 3.95261 1.49852 -0.040 0.032 -0.047 0.00
C -1.35151 4.69195 0.96827 0.027 -0.013 0.003 0.00
S 0.91445 1.63965 2.29455 -0.071 -0.088 0.139 0.01
O 1.04484 2.01923 3.68561 0.009 -0.021 -0.013 0.00
O 2.05856 1.92236 1.45177 0.028 0.006 -0.110 0.00
N 0.52462 0.12224 2.06710 0.224 0.279 0.091 0.00
C -0.29160 -0.58736 2.92105 -0.017 0.034 -0.145 0.01
C -0.96452 -0.16047 4.05201 0.038 0.034 -0.014 -0.01
C -1.77658 -1.04798 4.78727 0.017 0.118 0.032 0.00
C -1.94462 -2.35310 4.42756 -0.026 -0.076 0.006 0.00
C -1.28530 -2.83314 3.27350 0.089 0.036 -0.089 0.00
C -1.40484 -4.15675 2.79772 -0.019 -0.016 0.027 0.00
C -0.75194 -4.53262 1.65983 -0.023 -0.085 -0.020 0.00
C 0.04321 -3.59519 0.97806 0.017 0.078 -0.020 0.00
N 0.18990 -2.36005 1.40598 -0.110 0.092 0.013 -0.01
C -0.46471 -1.95734 2.53077 0.001 0.009 0.023 0.00
H -4.57371 4.30341 -0.11287 0.014 0.000 0.005 0.00
H -3.39015 5.24208 -1.02503 0.001 -0.004 0.008 0.00
H -3.88004 5.77422 0.57772 0.006 -0.016 -0.004 0.00
H -3.57991 2.19748 0.44370 -0.005 0.032 0.014 0.00
H -1.73751 0.88110 1.37051 0.015 0.012 0.004 0.00
H 0.61877 4.43405 1.79178 -0.033 -0.029 -0.004 0.00
H -1.24089 5.76535 0.85284 -0.007 -0.029 0.000 0.00
H -0.85638 0.86269 4.38331 -0.002 -0.044 -0.005 0.00
H -2.28297 -0.66683 5.66601 0.009 0.000 -0.009 0.00
H -2.57541 -3.02158 5.00085 0.017 0.014 -0.022 0.00
H -2.02685 -4.85910 3.34147 0.013 0.017 -0.008 0.00
H -0.83918 -5.53712 1.26801 0.003 0.018 -0.003 0.00
H 0.55553 -3.82229 0.04979 0.008 0.008 0.017 0.00
C -3.49458 0.92925 -5.51165 -0.045 0.009 0.019 0.00
C -3.00079 -0.19495 -4.61234 -0.033 0.016 0.024 0.00
N -3.79818 -0.35347 -3.40143 0.055 0.015 -0.050 0.00
C -5.15599 -0.87863 -3.54074 0.018 0.026 -0.003 0.00
C -6.22355 0.15984 -3.22689 0.011 0.006 -0.005 0.00
C -3.30153 -0.25266 -2.14089 -0.027 -0.007 0.094 0.00
O -3.93873 -0.60619 -1.15820 0.017 0.001 -0.072 0.00
C -1.95180 0.37476 -1.94551 -0.074 0.099 -0.057 0.00
C -1.70603 1.69487 -2.29760 0.105 0.024 0.016 0.00
C -0.50722 2.27555 -1.91747 -0.062 -0.015 -0.055 0.00
C 0.39725 1.51358 -1.19630 0.088 0.050 0.045 0.00
N 0.18276 0.23423 -0.89478 -0.017 -0.265 0.257 0.02
C -0.96973 -0.32067 -1.25716 -0.028 -0.108 -0.027 0.00
H -2.86689 1.00787 -6.40056 -0.006 -0.011 0.017 0.00
H -3.47033 1.88564 -4.98658 0.001 -0.008 -0.018 0.00
H -4.52021 0.75170 -5.84130 0.025 0.009 0.011 0.00
H -1.96700 -0.02156 -4.32568 0.017 -0.003 0.012 0.00
H -3.01877 -1.14070 -5.16121 -0.008 -0.033 -0.009 0.00
H -5.26343 -1.73186 -2.87171 -0.004 -0.025 0.020 0.00
H -5.25963 -1.23812 -4.56517 0.006 -0.005 -0.017 0.00
H -6.11728 0.50457 -2.19882 -0.001 -0.003 -0.016 0.00
H -7.21874 -0.27349 -3.34104 0.019 0.006 0.003 0.00
H -6.14420 1.01802 -3.89670 -0.003 -0.008 0.015 0.00
H -2.45758 2.26747 -2.82943 0.013 0.002 0.012 0.00
H -0.28589 3.31132 -2.13746 -0.013 -0.013 0.006 0.00
H 1.31664 1.94159 -0.81095 -0.094 -0.010 -0.025 0.00
H -1.09582 -1.36498 -0.99871 0.000 0.033 0.006 0.00
F 1.07831 -2.27930 -1.23405 0.160 -0.118 0.103 0.03